Version i
Below is C19H51N2O2PdS3SbSi4 as an isolated structure, with properties calculated with ωB97M-V/def2-TZVPD.

```
! RIJCOSX wB97M-V def2-TZVPD def2/J DEFGRID3
* xyz -2 1
Pd 0.78 1.97 0.00
C 4.00 -2.05 -2.63
Si 4.01 -0.36 -1.77
C 5.81 -0.09 -1.24
C 3.59 0.92 -3.08
Sb 2.04 -0.33 -0.16
Si 2.84 -1.75 1.82
C 1.63 -3.19 1.77
C 4.55 -2.50 1.54
C 2.81 -1.05 3.57
Si 3.03 2.29 0.94
C 4.02 3.39 -0.26
C 4.49 1.40 1.78
C 2.44 3.27 2.46
H 4.76 -2.09 -3.42
H 3.02 -2.21 -3.08
H 4.19 -2.87 -1.93
H 6.46 -0.23 -2.11
H 6.12 -0.81 -0.47
H 5.99 0.91 -0.84
H 4.28 0.86 -3.93
H 3.63 1.93 -2.67
H 2.57 0.75 -3.44
H 1.70 -3.73 0.82
H 0.61 -2.82 1.87
H 1.83 -3.90 2.59
H 4.66 -2.94 0.54
H 4.72 -3.30 2.27
H 5.34 -1.75 1.67
H 2.12 -0.20 3.60
H 3.80 -0.76 3.91
H 2.43 -1.83 4.24
H 4.84 2.82 -0.69
H 4.47 4.21 0.33
H 3.43 3.83 -1.06
H 5.00 0.66 1.17
H 4.18 0.93 2.72
H 5.21 2.19 2.03
H 1.76 2.62 3.02
H 1.90 4.18 2.19
H 3.30 3.52 3.08
C -0.89 -1.48 4.32
Si -0.90 0.31 3.65
C -0.80 1.40 5.22
C -2.69 0.54 3.03
O 0.23 0.64 2.61
H -1.66 -1.63 5.08
H 0.08 -1.74 4.75
H -1.10 -2.18 3.50
H -1.58 1.16 5.96
H -0.90 2.45 4.94
H 0.17 1.27 5.70
H -3.38 0.74 3.86
H -3.04 -0.37 2.52
H -2.77 1.35 2.30
C -2.52 -2.16 -0.49
O -2.04 -1.61 -1.71
C -1.40 -0.41 -1.68
S -0.75 0.06 -3.16
S -1.31 0.40 -0.21
H -2.95 -3.13 -0.76
H -3.28 -1.52 -0.05
H -1.71 -2.28 0.23
C -1.12 3.65 1.82
N -1.66 3.81 0.48
C -2.44 5.03 0.38
C -0.72 3.69 -0.58
S 0.86 4.30 -0.46
N -1.31 3.56 -1.81
C -0.51 3.70 -3.00
C -2.62 2.94 -1.99
H -1.96 3.65 2.52
H -0.43 4.46 2.09
H -0.59 2.70 1.93
H -1.81 5.92 0.55
H -3.23 5.02 1.13
H -2.90 5.12 -0.60
H -0.14 4.73 -3.10
H -1.13 3.44 -3.86
H 0.35 3.02 -2.98
H -3.03 2.66 -1.03
H -2.51 2.03 -2.60
H -3.30 3.64 -2.50
*
```

Calculated values
LUMO level = 4.6 eV
HOMO-LUMO gap = 5.8302 eV

Version ii
Below is C19H51N2O2PdS3SbSi4 as an isolated structure, with properties calculated with ωB97M-V/def2-TZVPD.

```
! RIJCOSX wB97M-V def2-TZVPD def2/J DEFGRID3
* xyz -2 1
Pd -0.01 -0.76 0.57
C -1.55 5.04 1.23
Si -2.12 3.26 1.54
C -2.53 3.18 3.39
C -3.77 3.16 0.61
Sb -0.41 1.76 0.38
Si 1.55 2.57 1.82
C 2.46 3.95 0.88
C 1.16 3.39 3.49
C 2.76 1.20 2.21
Si -1.28 -0.79 2.46
C -3.10 -0.26 2.27
C -0.62 0.12 3.99
C -1.52 -2.58 3.06
H -2.31 5.75 1.59
H -1.40 5.20 0.16
H -0.60 5.27 1.73
H -3.28 3.95 3.61
H -1.65 3.37 4.00
H -2.94 2.21 3.68
H -4.43 3.98 0.93
H -4.29 2.22 0.78
H -3.60 3.27 -0.46
H 1.79 4.79 0.69
H 2.81 3.59 -0.09
H 3.32 4.31 1.45
H 0.46 4.22 3.42
H 2.11 3.78 3.90
H 0.77 2.67 4.21
H 3.30 0.86 1.32
H 2.24 0.32 2.60
H 3.49 1.55 2.95
H -3.21 0.81 2.10
H -3.66 -0.52 3.18
H -3.55 -0.78 1.42
H -0.54 1.19 3.79
H 0.37 -0.26 4.25
H -1.28 -0.03 4.85
H -1.92 -3.21 2.27
H -2.24 -2.56 3.89
H -0.59 -3.04 3.41
C 1.15 1.56 -3.46
Si 1.82 0.08 -2.46
C 3.35 0.75 -1.58
C 2.51 -1.11 -3.79
O 0.73 -0.59 -1.53
H 1.96 2.10 -3.96
H 0.64 2.24 -2.78
H 0.43 1.25 -4.22
H 4.13 1.04 -2.30
H 3.75 0.00 -0.90
H 3.09 1.63 -0.99
H 3.14 -0.57 -4.50
H 1.71 -1.61 -4.36
H 3.11 -1.90 -3.33
C 4.17 -3.09 -1.10
O 3.10 -2.57 -0.32
C 2.47 -3.41 0.54
S 2.87 -5.04 0.58
S 1.28 -2.69 1.51
H 4.56 -2.23 -1.65
H 3.82 -3.86 -1.78
H 4.94 -3.52 -0.46
C 0.13 -3.75 -1.98
N -1.26 -3.85 -2.47
C -1.85 -5.13 -2.09
C -2.00 -2.72 -2.04
S -2.83 -2.68 -0.60
N -1.93 -1.67 -2.87
C -2.45 -0.38 -2.46
C -1.25 -1.69 -4.15
H 0.76 -4.46 -2.53
H 0.18 -3.99 -0.91
H 0.50 -2.73 -2.10
H -1.86 -5.28 -1.01
H -1.25 -5.92 -2.55
H -2.87 -5.20 -2.47
H -3.54 -0.35 -2.53
H -2.01 0.39 -3.09
H -2.16 -0.18 -1.43
H -0.94 -2.70 -4.39
H -0.37 -1.04 -4.10
H -1.92 -1.31 -4.92
*
```

Calculated values
LUMO level = 4.6 eV
HOMO-LUMO gap = 5.8937 eV

version ii is preferred energetically. Next in line: 0.0416 hartree higher.

Version i
Below is C2H5B as an isolated structure, with properties calculated with ωB97M-V/def2-TZVPD.

```
! RIJCOSX wB97M-V def2-TZVPD def2/J DEFGRID3
* xyz 0 1
B 0.23 -0.99 0.79
C -0.04 0.82 -0.94
C -0.44 0.47 0.26
H 0.46 -1.82 0.05
H -0.94 1.10 0.90
H -0.49 1.75 -1.53
H 0.58 0.20 -1.64
H 0.64 -1.53 2.10
*
```

Calculated values
LUMO level = 0.0 eV
HOMO-LUMO gap = 10.3039 eV

Version ii
Below is one molecule with the formula C2H5B, with properties calculated with ωB97M-V/def2-TZVPD.

```
! RIJCOSX wB97M-V def2-TZVPD def2/J DEFGRID3
* xyz 0 1
B -0.46 0.16 -0.17
C -0.15 -1.33 -0.13
C 0.50 1.23 0.24
H -1.53 0.51 -0.50
H 0.38 2.30 0.11
H -0.99 -2.01 -0.25
H 0.78 -1.83 0.03
H 1.47 0.97 0.66
*
```

Calculated values
LUMO level (spin up / spin down) = -1.1 / -1.1 eV
HOMO-LUMO gap (spin up / spin down) = 8.5268 / 8.6109 eV

version i is preferred energetically. Next in line: 0.0035 hartree higher.

Version i
Below is one molecule with the formula C2H5N, with properties calculated with ωB97M-V/def2-TZVPD.

```
! RIJCOSX wB97M-V def2-TZVPD def2/J DEFGRID3
* xyz 0 1
C -0.83 -0.21 0.03
C 0.27 0.76 0.04
H -1.38 -0.07 -0.92
H -1.58 -0.31 0.85
H 0.51 1.13 1.04
H 0.28 1.39 -0.84
H 0.96 -1.03 0.68
N 0.65 -0.63 -0.17
*
```

Calculated values
SMILES = C1CN1
LUMO level = 1.3 eV
HOMO-LUMO gap = 10.9604 eV

Version ii
Below is one molecule with the formula C2H5N, with properties calculated with ωB97M-V/def2-TZVPD.

```
! RIJCOSX wB97M-V def2-TZVPD def2/J DEFGRID3
* xyz 0 1
C -0.84 -0.98 0.10
C 0.60 0.82 -0.09
N -0.69 0.28 0.30
H -1.87 -1.21 0.38
H -0.12 -1.67 -0.31
H 0.55 1.49 -0.86
H 1.23 -0.10 -0.16
H 1.13 1.39 0.65
*
```

Calculated values
SMILES = C=NC
LUMO level = 1.2 eV
HOMO-LUMO gap = 10.9650 eV

version ii is preferred energetically. Next in line: 0.0131 hartree higher.

Version i
Below is one molecule with the formula C2H5N, with properties calculated with ωB97M-V/def2-TZVPD.

```
! RIJCOSX wB97M-V def2-TZVPD def2/J DEFGRID3
* xyz 0 1
C 0.25 -0.06 0.66
C -0.36 -0.30 -0.58
H -0.18 0.71 1.38
H 0.83 -0.94 1.11
H -1.35 0.09 -1.05
H -0.49 -1.37 -0.85
H 0.36 1.34 -0.23
N 0.93 0.52 -0.45
*
```

Calculated values
SMILES = C1CN1
LUMO level = 1.2 eV
HOMO-LUMO gap = 11.3113 eV

Version ii
Below is a 2-piece molecular cluster, C2H5N overall, with properties calculated with ωB97M-V/def2-TZVPD.

```
! RIJCOSX wB97M-V def2-TZVPD def2/J DEFGRID3
* xyz 0 1
C 0.59 -0.25 0.15
C -0.57 0.62 0.14
N 1.74 0.23 -0.06
H 0.39 -1.31 0.36
H -1.67 -0.29 -1.04
H -0.44 1.62 -0.24
H -1.26 0.50 0.96
H 2.51 -0.44 -0.02
*
```

Calculated values
LUMO level = -0.1 eV
HOMO-LUMO gap = 9.8503 eV

version i is preferred energetically. Next in line: 0.0225 hartree higher.